1.
This record from the OMol25 dataset describes Cl3FO12Sr as an isolated structure in a non-equilibrium geometry. The level of theory is wB97M-V/def2-TZVPD.

CARTESIAN COORDINATES (ANGSTROEM)
Sr (-1.087, -0.056, 1.086)
Cl (1.772, -2.117, 3.091)
Cl (-2.549, 0.066, -2.902)
Cl (1.293, 2.649, -0.538)
F (-1.397, -2.831, 0.921)
O (0.264, 3.538, -0.384)
O (1.249, 2.299, -1.956)
O (1.156, -2.527, 4.263)
O (3.238, -1.969, 3.283)
O (0.899, 1.527, 0.234)
O (1.117, -1.016, 2.388)
O (2.501, 3.267, 0.003)
O (-1.664, 0.936, -3.691)
O (-1.710, -0.428, -1.667)
O (-3.595, 0.799, -2.437)
O (-2.953, -1.035, -3.764)
O (1.467, -3.100, 2.069)

The HOMO energy (alpha / beta) comes out at -6.925 / -6.925 eV. The charge is -1. Its expectation value of S² is 0.76. Its multiplicity is 2. The total energy comes out at -65667.5052 eV. The strongest force on any atom comes out at 7.5 eV/A.

2.
This record from the OMol25 dataset describes a 10-piece molecular cluster, C25H55N5O25S5 overall in a non-equilibrium geometry. The level of theory is wB97M-V/def2-TZVPD.

CARTESIAN COORDINATES (ANGSTROEM)
S (-6.250, 5.702, 17.727)
S (-8.156, 4.922, 27.168)
S (1.549, -3.288, 26.132)
S (8.489, 7.772, 23.796)
S (1.785, 11.592, 25.334)
O (3.039, 12.328, 25.424)
O (0.394, 12.414, 25.724)
O (-7.449, 5.753, 18.551)
O (-8.591, 6.213, 27.706)
O (-8.267, 3.745, 28.014)
O (-6.823, 4.971, 26.224)
O (-9.050, 4.650, 25.753)
O (-5.078, 4.866, 18.536)
O (-6.319, 4.656, 16.428)
O (0.459, 4.810, 24.457)
O (8.566, 6.931, 25.019)
O (-5.659, 6.936, 17.310)
O (8.218, 7.081, 22.524)
O (8.534, -1.871, 28.925)
O (1.649, 10.193, 25.831)
O (7.575, 9.092, 23.949)
O (9.787, 8.798, 23.547)
O (0.419, -3.737, 25.281)
O (2.350, -4.624, 26.823)
O (-5.977, -3.749, 27.420)
O (1.292, 11.730, 23.779)
O (1.295, -2.286, 27.144)
O (2.080, 4.622, 17.949)
O (8.763, -1.913, 21.552)
O (2.894, -2.906, 25.176)
N (1.999, 3.265, 24.026)
N (8.142, 0.296, 28.574)
N (-6.054, -1.910, 28.812)
N (2.393, 6.867, 17.777)
N (10.007, -0.773, 20.144)
C (-6.299, -3.255, 28.515)
C (7.962, 10.233, 23.118)
C (-0.079, 11.522, 23.654)
C (10.583, -1.987, 19.478)
C (-0.250, 2.737, 23.683)
C (8.879, -0.803, 28.477)
C (9.386, 9.846, 22.707)
C (9.215, -0.880, 21.151)
C (3.123, 4.143, 24.320)
C (0.817, 3.696, 24.043)
C (8.796, 0.425, 21.701)
C (1.459, 7.260, 18.807)
C (-7.105, 4.470, 24.840)
C (-0.770, 12.136, 24.970)
C (4.185, -3.464, 25.787)
C (2.562, 5.638, 17.327)
C (6.754, 0.374, 29.138)
C (-5.264, -0.982, 28.078)
C (-7.145, -4.042, 29.505)
C (-8.435, 3.819, 24.799)
C (10.111, -0.689, 27.669)
C (-4.706, 3.682, 17.825)
C (-5.712, 3.437, 16.685)
C (3.337, 5.404, 16.063)
C (3.672, -4.250, 27.057)
H (10.729, -1.586, 27.665)
H (6.066, -0.441, 28.913)
H (-6.315, 3.789, 24.525)
H (-5.568, -1.167, 27.048)
H (-6.503, -4.394, 30.312)
H (10.016, 10.691, 22.428)
H (9.732, 0.976, 21.800)
H (8.344, 0.271, 22.681)
H (9.401, 9.417, 21.705)
H (-8.494, 2.762, 25.059)
H (-6.403, 2.618, 16.887)
H (2.198, 2.334, 23.689)
H (-0.218, 10.451, 23.503)
H (-5.191, 3.154, 15.770)
H (10.729, 0.203, 27.774)
H (4.759, -2.574, 26.046)
H (8.514, 1.227, 28.453)
H (-0.769, 3.253, 22.875)
H (0.993, 6.487, 19.418)
H (7.265, 10.482, 22.318)
H (2.810, 7.612, 17.238)
H (3.910, 3.650, 24.890)
H (0.589, 7.717, 18.337)
H (6.770, 0.461, 30.224)
H (-3.641, 3.728, 17.597)
H (-8.862, 3.998, 23.812)
H (-6.462, -1.650, 29.699)
H (-5.530, -0.027, 28.530)
H (4.097, 6.163, 15.875)
H (-4.596, 2.871, 18.544)
H (9.642, -0.600, 26.689)
H (11.365, -2.344, 20.149)
H (4.767, -3.939, 24.997)
H (2.996, 4.871, 25.121)
H (7.986, 11.174, 23.667)
H (4.301, -5.138, 27.123)
H (-6.876, 5.283, 24.150)
H (-0.944, 2.617, 24.515)
H (3.663, -3.674, 27.983)
H (3.401, 4.885, 23.572)
H (2.670, 5.395, 15.201)
H (3.831, 4.433, 16.112)
H (9.980, -2.874, 19.283)
H (1.851, 8.125, 19.342)
H (0.193, 1.775, 23.426)
H (10.104, 0.119, 19.681)
H (6.226, 1.251, 28.764)
H (-0.483, 11.854, 22.697)
H (8.031, 1.002, 21.183)
H (-1.379, 11.476, 25.588)
H (-4.187, -1.131, 28.164)
H (-1.360, 13.042, 24.831)
H (-8.030, -3.516, 29.862)
H (-7.565, -4.878, 28.946)
H (10.984, -1.825, 18.478)

The SMILES is O=S1(=O)OCCO1.O=S1(=O)OCCO1.O=S1(=O)OCCO1.O=S1(=O)OCCO1.O=S1(=O)OCCO1.CNC(C)=O.CNC(C)=O.CNC(C)=O.CNC(C)=O.CNC(C)=O. The HOMO energy comes out at -9.141 eV. Its multiplicity is 1. The total energy comes out at -139620.8936 eV. The strongest force on any atom comes out at 6.4 eV/A. The energy above the lowest of the compared OMol25 structures with the same formula, charge and spin is 679.3 kJ/mol.

3.
This record from the OMol25 dataset describes one molecule with the formula C8H7BrN2O4 in a non-equilibrium geometry. The level of theory is wB97M-V/def2-TZVPD.

CARTESIAN COORDINATES (ANGSTROEM)
Br (-3.897, 0.526, 0.080)
O (2.508, 1.731, 0.911)
O (1.963, 2.648, -0.937)
O (-2.671, -2.203, 0.648)
O (-1.863, -2.021, -1.296)
N (-2.291, -1.583, -0.298)
N (1.898, 1.814, -0.092)
C (-0.175, 0.412, 1.413)
C (2.715, -1.127, 0.453)
C (-1.311, 0.549, -1.246)
C (1.570, -0.762, -0.063)
C (-1.402, 0.071, 1.228)
C (-2.017, -0.009, -0.162)
C (0.944, 0.653, -0.298)
C (-0.045, 0.831, -1.331)
H (3.550, -0.440, 0.567)
H (0.248, 1.392, -2.147)
H (-2.058, 0.854, -2.009)
H (0.495, 0.587, 2.319)
H (3.141, -2.095, 0.285)
H (-2.007, -0.343, 2.129)
H (0.704, -1.485, -0.152)

The HOMO energy comes out at -9.872 eV. Its multiplicity is 1. The total energy comes out at -89611.5277 eV. The strongest force on any atom comes out at 5.2 eV/A. The energy above the lowest of the compared OMol25 structures with the same formula, charge and spin is 437.4 kJ/mol.

4.
This record from the OMol25 dataset describes C56H50N7Sb2Ti as an isolated structure in a non-equilibrium geometry. The level of theory is wB97M-V/def2-TZVPD.

CARTESIAN COORDINATES (ANGSTROEM)
Sb (-0.267, 1.621, -2.013)
Sb (-1.631, -2.809, -1.424)
Ti (0.498, -0.452, 1.804)
N (1.446, -1.595, 3.108)
N (1.395, -1.314, 0.065)
N (1.145, 1.145, 1.561)
N (5.541, -0.907, -1.453)
N (-0.896, -0.256, 3.352)
N (0.957, -4.085, 2.065)
N (3.345, -4.723, -2.001)
C (-2.652, 0.228, -0.658)
C (-3.659, -2.955, -2.126)
C (0.203, 0.179, 4.106)
C (-3.471, 4.272, -4.749)
C (2.336, -1.778, -0.436)
C (2.223, -3.735, 2.313)
C (1.388, -0.570, 4.050)
C (0.480, -2.265, -3.514)
C (3.379, -3.651, -1.574)
C (-3.320, 4.553, -3.398)
C (0.723, -5.170, 1.333)
C (-1.132, 1.927, 5.080)
C (2.096, 4.469, 2.782)
C (-2.119, 0.260, 3.658)
C (-1.747, 1.445, -0.425)
C (-1.798, 2.556, -4.554)
C (-0.715, -5.560, 1.131)
C (2.420, -2.546, 3.178)
C (-1.637, -1.392, -4.226)
C (4.055, 3.098, 2.688)
C (3.061, -5.554, 1.018)
C (4.594, -1.543, -1.278)
C (-4.746, -2.502, -1.381)
C (3.317, 2.032, 2.188)
C (-2.053, -1.097, -0.167)
C (-0.143, 3.616, 2.026)
C (-6.286, -3.312, -3.041)
C (3.489, -2.398, 4.005)
C (-2.706, 3.272, -5.326)
C (3.307, -4.436, 1.796)
C (2.298, 2.841, -1.022)
C (-3.303, -0.394, 2.996)
C (2.962, 5.135, -0.768)
C (-0.869, -2.038, -3.259)
C (-5.215, -3.777, -3.792)
C (0.091, 1.399, 4.867)
C (3.459, 4.313, 2.994)
C (1.694, 5.537, -1.169)
C (1.069, -1.820, -4.689)
C (1.925, 2.183, 2.009)
C (1.017, 3.230, -1.411)
C (1.752, -5.935, 0.789)
C (1.322, 3.429, 2.290)
C (-2.287, 1.302, 4.519)
C (-1.637, 2.814, -3.196)
C (3.265, 3.785, -0.702)
C (4.013, 0.770, 1.767)
C (0.733, 4.591, -1.496)
C (-1.059, -0.976, -5.417)
C (3.584, -1.213, 4.802)
C (-6.048, -2.674, -1.833)
C (-3.917, -3.602, -3.335)
C (2.573, -0.314, 4.822)
C (0.298, -1.173, -5.642)
C (-2.418, 3.828, -2.633)
C (3.436, -2.332, -1.068)
H (-0.355, 3.499, 0.961)
H (-3.767, 0.262, 2.257)
H (-7.300, -3.443, -3.398)
H (1.452, 6.591, -1.230)
H (-0.742, 2.872, 2.556)
H (-0.467, 4.612, 2.334)
H (1.522, -6.794, 0.172)
H (1.084, -2.807, -2.798)
H (-1.666, -0.491, -6.172)
H (4.458, -1.059, 5.421)
H (0.749, -0.832, -6.566)
H (1.621, 5.422, 2.994)
H (4.158, 0.748, 0.682)
H (-2.814, 3.043, -6.380)
H (-6.876, -2.305, -1.240)
H (-3.909, 5.337, -2.936)
H (-2.695, -1.227, -4.057)
H (-3.093, -3.965, -3.940)
H (3.709, 5.873, -0.503)
H (4.247, -3.166, 4.070)
H (-2.745, -1.591, 0.519)
H (-1.362, -4.791, 1.548)
H (-1.198, 1.788, -5.024)
H (4.052, 5.133, 3.381)
H (-2.996, -1.319, 2.516)
H (5.124, 2.970, 2.827)
H (-1.265, 1.395, 0.553)
H (-2.946, 0.159, -1.713)
H (2.622, 0.556, 5.462)
H (-5.390, -4.277, -4.737)
H (3.879, -6.098, 0.566)
H (4.316, -4.084, 1.964)
H (3.446, -0.121, 2.030)
H (-3.587, 0.390, -0.112)
H (-0.947, -5.683, 0.072)
H (-2.342, 2.357, -0.450)
H (2.124, -1.995, -4.859)
H (-0.241, 4.930, -1.824)
H (4.248, 3.460, -0.385)
H (-3.282, 1.661, 4.743)
H (0.980, 1.874, 5.257)
H (-0.927, -6.506, 1.633)
H (-1.240, 2.832, 5.667)
H (-1.189, -0.927, 0.489)
H (4.998, 0.696, 2.230)
H (-4.059, -0.638, 3.744)
H (-4.588, -1.995, -0.435)
H (-4.180, 4.832, -5.347)
H (2.546, 1.787, -0.952)
H (-2.327, 4.062, -1.579)

The HOMO energy (alpha / beta) comes out at -3.425 / -3.446 eV. The charge is -1. Its multiplicity is 1. The total energy comes out at -105506.0930 eV. The strongest force on any atom comes out at 1.6 eV/A. The energy above the lowest of the compared OMol25 structures with the same formula, charge and spin is 38.0 kJ/mol.